--- a ---
Entry from OMol25: a cluster of 3 separate species, CH8N2O2 in total (wB97M-V/def2-TZVPD).

As for the charge: 0. Its orbital gap is 0.357 Eh.

The geometry in XYZ format:
```
13
Properties=species:S:1:pos:R:3:nbo_charge:R:1
N -0.167 -0.184 1.521 -0.877
C -0.186 1.091 0.928 0.281
N -1.154 2.011 0.903 -0.707
H -0.892 -0.929 1.434 0.432
H 0.742 -0.474 1.853 0.389
H 0.766 1.252 0.300 0.128
H -0.715 2.967 0.592 0.345
H 2.454 1.046 -2.452 0.484
H 3.628 0.116 -3.236 0.482
O 2.705 0.151 -2.900 -0.965
H -2.749 -1.617 0.338 0.485
H -2.334 -3.115 0.143 0.484
O -2.099 -2.313 0.577 -0.959
```

=====

--- b ---
Entry from OMol25: a cluster of 3 separate species, CH8N2O2 in total (wB97M-V/def2-TZVPD).

As for the charge: 0. Its orbital gap is 0.381 Eh.

The geometry in XYZ format:
```
13
Properties=species:S:1:pos:R:3:nbo_charge:R:1
N -0.674 -0.287 -1.992 -0.810
C -0.183 -1.274 -1.208 0.285
N 0.633 -1.041 -0.240 -0.747
H -0.403 0.663 -1.798 0.402
H -1.569 -0.454 -2.422 0.390
H -0.550 -2.284 -1.376 0.153
H 0.988 -1.934 0.098 0.350
H 1.216 0.836 -0.312 0.492
H 0.347 2.002 -0.105 0.446
O 1.260 1.817 -0.266 -0.961
H -0.112 0.113 3.720 0.465
H -0.823 1.262 2.997 0.466
O -0.131 0.580 2.905 -0.930
```

=====

Most stable pick: b. Distance to second place: 0.0419 hartree.

=====

--- a ---
Entry from OMol25: a cluster of 2 separate species, C5H12Si in total (wB97M-V/def2-TZVPD).

As for the charge: 0. Its orbital gap (alpha / beta) is 0.180 / 0.113 Eh.

The geometry in XYZ format:
```
18
Properties=species:S:1:pos:R:3:nbo_charge:R:1
C 1.719 -0.384 2.090 -0.537
C 2.305 -0.208 0.957 0.248
C 3.461 0.249 0.220 -0.735
C -3.558 -0.231 -1.046 -1.071
C -0.513 -0.173 -1.261 -0.888
Si -1.945 0.469 -0.312 1.075
H 0.709 -0.762 2.164 0.250
H 2.183 -0.178 3.056 0.226
H 4.021 -0.597 -0.177 0.245
H 3.150 0.879 -0.614 0.253
H 4.126 0.844 0.861 0.242
H -3.724 0.133 -2.056 0.233
H -3.523 -1.316 -1.089 0.231
H -4.419 0.049 -0.447 0.229
H 0.275 0.456 -1.634 0.194
H -0.379 -1.221 -1.464 0.195
H -1.912 0.052 1.107 -0.199
H -1.975 1.937 -0.355 -0.189
```

=====

--- b ---
Entry from OMol25: the molecule C5H12Si (wB97M-V/def2-TZVPD).

As for the charge: 0. Its orbital gap is 0.380 Eh.

The geometry in XYZ format:
```
18
Properties=species:S:1:pos:R:3:nbo_charge:R:1
C -2.125 -0.537 -0.371 -0.455
C -1.269 0.354 0.071 0.080
C -1.531 0.915 1.408 -0.666
C 1.987 -1.287 0.336 -1.120
C 0.238 1.023 -0.796 -0.876
Si 1.577 -0.326 -1.234 1.123
H -2.043 -1.212 -1.259 0.204
H -3.040 -0.649 0.161 0.196
H -0.566 0.905 2.017 0.215
H -1.910 1.923 1.300 0.218
H -2.229 0.394 2.038 0.217
H 2.129 -0.560 1.229 0.244
H 1.149 -1.965 0.643 0.246
H 2.861 -1.869 0.510 0.249
H 0.070 1.613 -1.783 0.243
H 0.760 1.809 -0.154 0.233
H 1.146 -1.062 -2.450 -0.172
H 2.798 0.531 -1.665 -0.179
```

=====

Most stable pick: b. Distance to second place: 0.1708 hartree.

=====

--- a ---
Entry from OMol25: a structure of composition C23H19F5N5O4RuSSe (wB97M-V/def2-TZVPD).

As for the charge: +2. Its expectation value of S² is 1.06. Its orbital gap (alpha / beta) is 0.230 / 0.252 Eh. As for the spin multiplicity: 2.

The geometry in XYZ format:
```
59
Properties=species:S:1:pos:R:3:nbo_charge:R:1
Ru -0.848 -0.093 -0.610 1.007
O 0.227 -3.631 1.772 -0.626
C -0.354 -2.853 0.905 0.791
O -0.837 -1.758 1.176 -0.633
C -0.383 -3.331 -0.504 0.088
C 0.061 -4.580 -0.926 -0.160
C -0.050 -4.886 -2.275 -0.127
C -0.631 -3.960 -3.136 -0.182
C -1.013 -2.715 -2.634 0.087
N -0.863 -2.410 -1.344 -0.427
C -1.601 -1.577 -3.437 0.792
O -2.097 -1.804 -4.630 -0.607
O -1.617 -0.461 -2.962 -0.577
H 0.246 -3.262 2.677 0.541
H 0.468 -5.280 -0.211 0.267
H 0.305 -5.835 -2.646 0.258
H -0.753 -4.200 -4.182 0.237
H -2.076 -2.722 -4.943 0.511
F -4.149 0.096 5.462 -0.255
C -3.119 0.296 4.662 0.313
C -2.070 -0.625 4.613 0.270
F -2.078 -1.705 5.382 -0.270
C -1.022 -0.426 3.725 0.351
F -0.020 -1.320 3.676 -0.318
C -0.991 0.655 2.852 -0.390
Se 0.412 0.890 1.589 0.192
C -2.023 1.581 2.945 0.329
F -1.980 2.654 2.142 -0.306
C -3.075 1.419 3.834 0.308
F -4.053 2.315 3.868 -0.278
C -3.618 4.826 -0.234 -0.412
N -3.340 3.453 -0.549 -0.296
C -4.273 2.501 -0.839 -0.051
C -3.599 1.327 -1.024 -0.089
N -2.270 1.567 -0.838 -0.493
C -2.145 2.860 -0.573 0.243
H -4.459 4.877 0.456 0.235
H -3.874 5.393 -1.129 0.232
H -2.751 5.282 0.236 0.232
H -5.318 2.726 -0.896 0.247
H -3.977 0.353 -1.287 0.234
H -1.212 3.361 -0.381 0.237
C 6.205 -0.088 -2.288 -0.670
C 5.071 0.274 -1.416 0.329
C 5.173 0.727 -0.121 -0.316
C 3.999 1.067 0.580 0.370
N 2.797 0.902 0.031 -0.493
C 2.706 0.454 -1.208 0.303
S 1.224 0.256 -2.033 -0.079
N 3.825 0.156 -1.930 -0.510
C 4.096 1.652 1.929 -0.671
H 7.149 0.017 -1.764 0.261
H 6.225 0.546 -3.176 0.259
H 6.099 -1.116 -2.633 0.252
H 6.134 0.850 0.351 0.254
H 3.703 -0.136 -2.896 0.442
H 4.732 1.041 2.567 0.255
H 3.114 1.769 2.376 0.247
H 4.570 2.630 1.847 0.264
```

=====

--- b ---
Entry from OMol25: a structure of composition C23H19F5N5O4RuSSe (wB97M-V/def2-TZVPD).

As for the charge: +2. Its expectation value of S² is 0.76. Its orbital gap (alpha / beta) is 0.260 / 0.251 Eh. As for the spin multiplicity: 2.

The geometry in XYZ format:
```
59
Properties=species:S:1:pos:R:3:nbo_charge:R:1
Ru -0.126 -0.416 -0.199 0.598
O 0.710 3.306 2.713 -0.648
C 0.818 2.332 1.825 0.770
O 0.431 2.379 0.690 -0.579
C 1.556 1.137 2.343 0.098
C 2.273 1.216 3.528 -0.166
C 3.034 0.132 3.925 -0.127
C 3.085 -0.969 3.089 -0.198
C 2.332 -0.964 1.924 0.066
N 1.528 0.042 1.567 -0.412
C 2.360 -2.094 0.938 0.797
O 3.352 -2.963 0.977 -0.606
O 1.486 -2.221 0.112 -0.585
H 0.232 4.054 2.313 0.528
H 2.238 2.126 4.110 0.272
H 3.595 0.154 4.849 0.259
H 3.688 -1.824 3.366 0.237
H 4.047 -2.732 1.608 0.507
F -1.285 5.234 -4.162 -0.260
C -1.491 4.265 -3.288 0.314
C -1.624 4.562 -1.940 0.255
F -1.541 5.818 -1.524 -0.269
C -1.827 3.535 -1.036 0.396
F -1.926 3.854 0.259 -0.307
C -1.906 2.210 -1.438 -0.399
Se -2.151 0.826 -0.156 0.254
C -1.784 1.944 -2.794 0.392
F -1.847 0.686 -3.243 -0.308
C -1.570 2.950 -3.717 0.255
F -1.424 2.660 -5.004 -0.272
C 3.093 -0.026 -4.655 -0.409
N 2.330 0.465 -3.510 -0.302
C 2.170 1.775 -3.137 -0.058
C 1.390 1.771 -2.023 -0.078
N 1.070 0.469 -1.714 -0.491
C 1.655 -0.287 -2.633 0.197
H 3.471 0.828 -5.208 0.237
H 2.449 -0.611 -5.307 0.230
H 3.931 -0.631 -4.316 0.226
H 2.613 2.584 -3.691 0.246
H 1.027 2.600 -1.447 0.249
H 1.610 -1.363 -2.688 0.225
C -4.212 -4.777 1.518 -0.674
C -3.183 -3.710 1.412 0.351
C -2.724 -2.946 2.452 -0.319
C -1.785 -1.931 2.213 0.387
N -1.297 -1.739 0.990 -0.483
C -1.759 -2.486 -0.038 0.305
S -1.109 -1.995 -1.534 0.200
N -2.679 -3.442 0.175 -0.503
C -1.290 -1.053 3.308 -0.670
H -4.419 -5.007 2.559 0.264
H -3.883 -5.687 1.013 0.260
H -5.139 -4.443 1.047 0.270
H -3.106 -3.114 3.448 0.263
H -3.023 -3.960 -0.627 0.454
H -2.015 -0.986 4.116 0.260
H -1.076 -0.059 2.922 0.246
H -0.369 -1.478 3.717 0.254
```

=====

Most stable pick: b. Distance to second place: 0.0932 hartree.

=====

--- a ---
Entry from OMol25: a cluster of 2 separate species, CH4O2S in total (wB97M-V/def2-TZVPD).

As for the charge: 0. Its orbital gap is 0.389 Eh.

The geometry in XYZ format:
```
8
Properties=species:S:1:pos:R:3:nbo_charge:R:1
S 2.877 -2.463 0.428 -0.283
H 2.585 -2.008 1.650 0.141
H 2.020 -3.486 0.536 0.142
O -2.652 2.470 0.456 -0.576
C -1.827 1.778 -0.056 0.645
O -1.808 1.437 -1.356 -0.674
H -1.014 1.265 0.479 0.115
H -2.547 1.942 -1.747 0.490
```

=====

--- b ---
Entry from OMol25: the molecule CH4O2S (wB97M-V/def2-TZVPD).

As for the charge: 0. Its orbital gap is 0.367 Eh.

The geometry in XYZ format:
```
8
Properties=species:S:1:pos:R:3:nbo_charge:R:1
C -0.324 0.905 -0.187 -0.804
O -0.201 -1.345 0.221 -0.926
O 2.146 -0.879 -0.631 -0.863
S 1.126 -0.270 0.261 1.407
H -0.751 0.334 -0.926 0.251
H -1.060 0.538 0.504 0.216
H -0.036 1.979 -0.068 0.234
H -0.899 -1.261 0.825 0.485
```

=====

--- c ---
Entry from OMol25: a cluster of 2 separate species, CH4O2S in total (wB97M-V/def2-TZVPD).

As for the charge: 0. Its orbital gap is 0.350 Eh.

The geometry in XYZ format:
```
8
Properties=species:S:1:pos:R:3:nbo_charge:R:1
C -0.481 -0.384 -0.806 0.236
O -0.482 0.945 -0.578 -0.688
O 1.295 -0.935 -0.171 -0.871
S 2.038 0.351 -0.100 0.500
H -0.198 -0.861 -1.677 0.176
H -0.946 -0.887 0.003 0.179
H 0.503 1.241 -0.676 0.415
H 1.746 0.615 1.216 0.053
```

=====

Most stable pick: a. Distance to second place: 0.1014 hartree.